The following is a quantum chemistry calculation of a molecular structure, C2H6O2Rb, from the OMol25 dataset.

Geometry as XYZ:
```
11
Properties=species:S:1:pos:R:3:forces:R:3
Rb -1.540 -1.981 3.759 0.08 0.13 -0.22
C 0.614 0.729 0.003 0.42 1.34 -0.09
C -0.017 -0.240 -0.949 0.29 -0.25 -0.12
O -0.214 -1.476 -0.302 -0.33 -0.71 0.59
O -0.235 1.321 0.974 -0.67 -0.30 0.37
H 0.995 1.552 -0.601 0.35 -0.07 -0.20
H 1.454 0.332 0.571 0.01 -0.47 -0.34
H 0.673 -0.392 -1.779 0.14 0.17 -0.13
H -0.953 0.133 -1.364 -0.12 0.25 0.09
H -0.275 -2.165 -0.967 -0.06 -0.05 -0.01
H -0.503 2.186 0.655 -0.11 -0.04 0.06
```
Forces are in eV/Å.

The total charge is +1. The calculation puts the max |F| at 1.4 eV Å⁻¹. The value obtained for the HOMO energy is -13.3 eV. Its LUMO energy is -4.062 eV. For the orbital gap, the calculation gives 9.20 eV.

The following is a quantum chemistry calculation of a molecular structure, C2H6O2Rb, from the OMol25 dataset.

Geometry as XYZ:
```
11
Properties=species:S:1:pos:R:3:forces:R:3
Rb -11.357 26.151 -21.655 0.11 0.60 0.64
C -10.739 23.443 -24.036 -1.98 -0.71 0.50
C -12.206 23.911 -24.346 1.66 -0.87 1.94
O -13.167 23.639 -23.300 2.27 -0.19 -1.14
O -10.011 24.328 -23.233 -0.73 0.24 -0.72
H -10.346 23.132 -25.004 0.59 0.69 -0.38
H -10.831 22.473 -23.547 -0.17 -0.25 0.36
H -12.480 23.452 -25.296 -0.75 -0.16 -0.48
H -12.397 24.976 -24.483 0.18 0.88 -0.58
H -14.004 23.846 -23.723 -1.68 -0.09 -0.12
H -9.116 24.001 -23.121 0.50 -0.14 -0.02
```
Forces are in eV/Å.

The total charge is +2. The calculation puts the max |F| at 2.7 eV Å⁻¹. Its spin multiplicity is 2. The value obtained for the HOMO energy (alpha / beta) is -20.2 / -19.8 eV. Its LUMO energy (alpha / beta) is -7.756 / -14.598 eV. For the orbital gap (alpha / beta), the calculation gives 12.49 / 5.24 eV.

The following is a quantum chemistry calculation of 2 unconnected molecules or ions with the total composition C2H6O2S, from the OMol25 dataset.

Geometry as XYZ:
```
11
Properties=species:S:1:pos:R:3:forces:R:3
C -1.324 0.423 -1.568 -0.20 1.10 -0.19
S 0.051 -0.564 -2.126 0.34 -1.02 0.06
H -0.760 1.143 -0.968 -0.50 0.31 -0.03
H -1.761 0.924 -2.429 0.02 0.24 0.05
H -2.171 0.082 -0.974 0.50 -0.80 0.12
H -0.527 -1.726 -2.469 -0.17 0.15 -0.02
O 2.066 -0.346 1.083 0.85 0.26 0.25
C 1.485 0.281 1.914 -2.46 -0.31 -0.44
O 0.757 -0.313 2.907 1.12 0.49 -0.35
H 1.150 1.324 1.840 0.76 0.24 0.18
H 1.033 -1.228 2.791 -0.26 -0.66 0.37
```
Forces are in eV/Å.

The SMILES is O=CO.CS. The calculation puts the max |F| at 2.5 eV Å⁻¹. The value obtained for the HOMO energy is -8.9 eV. Its LUMO energy is 0.824 eV. For the orbital gap, the calculation gives 9.75 eV.

- Among the records above, which one has the lowest max |F|?
  number 1